Run a
DFT (wB97M-V/def2-TZVPD) results for 2 unconnected molecules or ions with the total composition C6H15N3.

```
24
Properties=species:S:1:pos:R:3
H 0.09918 -0.00185 -1.93079
N 0.17903 -0.73727 -1.23248
C 1.04447 -0.49441 -0.27325
C 1.55002 -1.68484 0.49760
C 2.03800 0.66352 -0.31929
N 1.39750 1.94314 -0.60211
H 2.55450 -1.96233 0.16840
H 1.58797 -1.43762 1.56201
H 0.88320 -2.53514 0.35580
H 2.53275 0.74231 0.65997
H 2.79570 0.38732 -1.06513
H 0.67845 1.84192 -1.31423
H 2.07114 2.62806 -0.92629
C -2.16381 1.19051 -0.43141
C -1.59475 0.15464 0.21359
C -2.31518 -1.14116 0.45427
N -0.46719 0.38572 1.09895
H -1.65963 2.13942 -0.52926
H -3.03569 1.03651 -1.04059
H -3.25915 -1.18320 -0.08407
H -1.70784 -1.96317 0.07485
H -2.48451 -1.30999 1.51891
H -0.18071 1.36055 1.12247
H -0.54344 -0.02265 2.02207
```

Its structure (SMILES) is [H]/N=C(/C)CN.C=C(C)N. For the molecular weight, the calculation gives 129.21 g/mol. Its multiplicity is 1. The HOMO-LUMO gap comes out at 0.3463 Ha. As for the charge: 0. The HOMO energy is -0.31104 hartree. The calculation puts the LUMO energy at 0.96 eV.



Run b
DFT (wB97M-V/def2-TZVPD) results for 2 unconnected molecules or ions with the total composition C6H15N3.

```
24
Properties=species:S:1:pos:R:3
C 1.49945 -1.40752 -1.21510
C 1.12333 -0.72286 0.06678
C 0.82425 0.62482 0.20747
C 0.93709 1.24712 1.57773
C 1.00828 1.61832 -0.91306
H 0.60805 -1.65826 -1.79529
H 2.04088 -2.33659 -1.01960
H 2.12557 -0.79447 -1.86674
H 1.47200 -1.25730 0.95050
H 0.13072 1.97374 1.72267
H 1.89224 1.77099 1.70614
H 0.84840 0.50188 2.37304
H 1.98196 2.12037 -0.85628
H 0.95447 1.17174 -1.90878
H 0.23238 2.39012 -0.86101
N -2.78379 -0.11868 1.34917
C -1.88972 -0.39952 0.46605
N -2.04255 -0.17503 -0.88821
N -1.08699 -1.53356 0.72834
H -3.47366 0.53093 0.97282
H -1.17431 0.11434 -1.32142
H -2.75892 0.50835 -1.09659
H -1.35622 -1.93125 1.62506
H -1.11291 -2.23769 -0.00371
```

Its structure (SMILES) is CC=C(C)C.N=C(N)N. For the molecular weight, the calculation gives 129.21 g/mol. Its multiplicity is 1. The HOMO-LUMO gap comes out at 0.3128 Ha. As for the charge: 0. The HOMO energy is -0.28351 hartree. The calculation puts the LUMO energy at 0.80 eV.



Run c
DFT (wB97M-V/def2-TZVPD) results for C6H15N3 in the gas phase.

```
24
Properties=species:S:1:pos:R:3
C 0.39636 2.66992 -0.71973
C 0.67980 1.26433 -1.23685
C -0.29414 0.86264 -2.34210
C 0.80441 0.22080 -0.04762
C -0.21313 -0.35686 0.58897
N -1.56066 -0.13069 0.37275
C 0.13138 -1.45754 1.72363
N -1.06729 -2.18686 2.06073
N 1.02412 -2.50437 1.31481
H 1.11648 2.96265 0.05201
H 0.46764 3.40499 -1.53041
H -0.61043 2.74977 -0.29561
H 1.67958 1.27237 -1.69079
H -1.33984 0.96729 -2.03780
H -0.12703 -0.17111 -2.66254
H -0.15955 1.50341 -3.22243
H 1.83603 0.01784 0.22371
H -2.10112 -0.53152 1.14716
H -1.77676 0.85192 0.23798
H 0.50577 -0.93845 2.61108
H -0.75697 -2.97827 2.62354
H -1.39815 -2.60877 1.19453
H 0.79516 -2.75488 0.35463
H 1.96832 -2.12861 1.28034
```

Its structure (SMILES) is CC(C)/C=C(\N)C(N)N. For the molecular weight, the calculation gives 129.21 g/mol. Its multiplicity is 1. The HOMO-LUMO gap comes out at 0.3336 Ha. As for the charge: 0. The HOMO energy is -0.29835 hartree. The calculation puts the LUMO energy at 0.96 eV.



The structure with the greatest stability is run c.



Run a
DFT (wB97M-V/def2-TZVPD) results for a molecular structure, C25H19Cl3N4O10S2SiTi.

```
65
Properties=species:S:1:pos:R:3
Ti -0.09426 0.00372 0.10757
O 3.00825 2.67724 1.51026
S 2.03635 2.69563 0.46226
O 2.47360 3.13730 -0.83850
O 1.34061 1.36402 0.32306
C 0.76526 3.86426 0.96494
C 0.95245 5.14487 0.45830
C 0.10910 6.18561 0.81449
C -0.94684 5.95105 1.67712
C -1.14530 4.67722 2.18571
C -0.29616 3.63295 1.84550
S -0.68473 2.04239 2.56520
O 0.49624 1.52672 3.18959
O -1.85134 2.23891 3.38363
O -1.07820 1.22885 1.34616
H 1.76995 5.30876 -0.23020
H 0.27067 7.17391 0.40171
H -1.62617 6.75047 1.94249
H -1.96725 4.46487 2.85450
O -1.13056 7.38780 -2.66276
C -1.88484 6.51554 -1.94629
O -2.82949 6.93452 -1.33461
C -1.47335 5.08349 -1.96380
C -0.36783 4.60046 -2.66070
C -0.00850 3.26885 -2.58698
C -0.75774 2.38525 -1.81122
C -1.86880 2.86146 -1.11323
C -2.21838 4.19414 -1.19200
N -0.41361 1.02556 -1.71798
C -0.09429 0.38832 -2.83772
C 0.15990 -0.98704 -2.74638
C 0.35873 -1.83692 -3.85375
C 0.37703 -3.18921 -3.66534
C 0.17721 -3.70100 -2.36858
C 0.05004 -2.82210 -1.32408
N 0.09317 -1.48632 -1.47457
H -0.40787 6.92023 -3.09509
H 0.27448 5.24956 -3.24762
H 0.89606 2.92244 -3.06641
H -2.44025 2.17308 -0.50611
H -3.06952 4.57491 -0.64443
H -0.12297 0.89253 -3.79750
H 0.46531 -1.39777 -4.83705
H 0.52037 -3.85928 -4.50314
H 0.14760 -4.76369 -2.17764
H -0.07304 -3.17158 -0.30969
O -2.14280 -0.58184 -0.12420
N -2.63817 -1.28197 0.80338
N -1.76518 -1.69502 1.62606
O -0.47458 -1.45006 1.41480
C -2.11629 -2.52035 2.73632
C -1.09327 -3.13723 3.43721
C -1.42121 -3.94239 4.51868
C -2.74474 -4.12200 4.88832
C -3.75392 -3.48682 4.17448
C -3.44849 -2.67709 3.09507
H -0.06759 -2.97784 3.13760
H -0.62958 -4.42582 5.07561
H -2.99186 -4.74716 5.73643
H -4.78832 -3.61277 4.46637
H -4.22063 -2.16402 2.54153
Cl 3.07413 -0.47394 2.34652
Si 2.17163 -1.14441 0.62263
Cl 2.28221 -3.23937 0.90815
Cl 3.51852 -0.82189 -0.93444
```

For the molecular weight, the calculation gives 781.89 g/mol. Its multiplicity is 2. The HOMO-LUMO gap (alpha / beta) comes out at 0.2266 / 0.2733 Ha. As for the charge: -1. The HOMO energy (alpha / beta) is -0.15180 / -0.22183 hartree. The calculation puts the LUMO energy (alpha / beta) at 2.04 / 1.40 eV.



Run b
DFT (wB97M-V/def2-TZVPD) results for a molecular structure, C25H19Cl3N4O10S2SiTi.

```
65
Properties=species:S:1:pos:R:3
Ti 0.28847 -0.63933 0.76437
O 3.97109 -0.22239 2.97584
S 2.82285 0.36186 2.33989
O 3.07704 1.11012 1.13010
O 1.73948 -0.66140 2.12694
C 2.29385 1.66497 3.46612
C 3.31223 2.27607 4.18442
C 3.05023 3.42635 4.91173
C 1.77600 3.97963 4.91714
C 0.75785 3.37459 4.19904
C 1.02394 2.22372 3.47733
S -0.28096 1.41024 2.59789
O 0.30608 1.19469 1.23427
O -1.41018 2.29983 2.55878
O -0.49370 0.15252 3.27714
H 4.29609 1.82889 4.14745
H 3.84837 3.90254 5.46619
H 1.58270 4.88500 5.47749
H -0.24697 3.77458 4.16301
O 4.25599 3.88562 -4.44588
C 2.90706 3.93097 -4.58151
O 2.42602 4.67651 -5.39421
C 2.12371 3.02175 -3.71547
C 0.82593 2.68136 -4.09635
C 0.03846 1.87276 -3.30729
C 0.49819 1.40097 -2.06184
C 1.80788 1.73830 -1.69289
C 2.60178 2.52063 -2.50082
N -0.26866 0.64410 -1.19266
C -1.58939 0.75457 -1.25833
C -2.44790 0.22184 -0.28568
C -3.85383 0.34179 -0.41179
C -4.66740 -0.13728 0.57505
C -4.08733 -0.73139 1.71065
C -2.71555 -0.82722 1.77544
N -1.89740 -0.38249 0.81395
H 4.49930 3.18950 -3.82685
H 0.45747 3.05828 -5.04183
H -0.93708 1.57953 -3.67312
H 2.17311 1.42737 -0.72718
H 3.59379 2.76868 -2.13622
H -2.06021 1.36144 -2.02681
H -4.25834 0.80602 -1.30150
H -5.74459 -0.07193 0.48449
H -4.69199 -1.09806 2.52731
H -2.23916 -1.28067 2.63166
O -0.15246 -2.20199 1.70995
N -0.84890 -3.14777 1.17317
N -0.99173 -2.97922 -0.07320
O -0.48201 -1.93930 -0.66488
C -1.68542 -3.94739 -0.84522
C -2.30826 -5.03085 -0.22942
C -2.96809 -5.95973 -1.01051
C -3.01076 -5.81412 -2.39206
C -2.39698 -4.72395 -2.98931
C -1.73302 -3.78284 -2.22082
H -2.26108 -5.12651 0.84468
H -3.45467 -6.80313 -0.53891
H -3.51616 -6.55300 -3.00005
H -2.43429 -4.60382 -4.06376
H -1.23961 -2.92838 -2.66315
Cl 2.06462 -3.58254 -0.00113
Si 2.30982 -1.52258 -0.52496
Cl 4.32742 -1.36003 -0.13525
Cl 2.31724 -1.68833 -2.63063
```

For the molecular weight, the calculation gives 781.89 g/mol. Its multiplicity is 2. The HOMO-LUMO gap (alpha / beta) comes out at 0.1839 / 0.2693 Ha. As for the charge: -1. The HOMO energy (alpha / beta) is -0.13078 / -0.21660 hartree. The calculation puts the LUMO energy (alpha / beta) at 1.45 / 1.44 eV.



Run c
DFT (wB97M-V/def2-TZVPD) results for a molecular structure, C25H19Cl3N4O10S2SiTi.

```
65
Properties=species:S:1:pos:R:3
Ti -0.79983 -0.14975 -0.71203
O -0.77638 -3.50210 1.75764
S -1.14896 -2.14274 2.09930
O -0.76415 -1.68705 3.40775
O -0.71841 -1.21456 1.03627
C -2.95467 -2.18634 2.13078
C -3.42087 -3.30706 2.81685
C -4.77217 -3.51810 3.02051
C -5.69090 -2.60567 2.52968
C -5.24492 -1.49256 1.83939
C -3.88578 -1.26447 1.63705
S -3.49940 0.20729 0.68119
O -2.55235 1.00624 1.42838
O -4.76803 0.81012 0.37498
O -2.85534 -0.35168 -0.55285
H -2.69711 -4.02051 3.18644
H -5.09925 -4.39816 3.56029
H -6.75320 -2.75714 2.67452
H -5.94206 -0.77275 1.43636
O 4.79788 4.37046 -0.65566
C 5.25200 3.09731 -0.66403
O 6.41221 2.86712 -0.46385
C 4.22667 2.04330 -0.92667
C 3.15241 2.25795 -1.78658
C 2.19233 1.27876 -1.96942
C 2.29869 0.08447 -1.26544
C 3.38151 -0.15171 -0.42707
C 4.35259 0.82305 -0.27453
N 1.21750 -0.82793 -1.32250
C 1.40531 -2.06502 -1.54515
C 0.24474 -2.95872 -1.53716
C 0.36331 -4.32348 -1.71301
C -0.79307 -5.08906 -1.70588
C -2.00646 -4.45902 -1.53335
C -2.03965 -3.08314 -1.35203
N -0.93412 -2.34957 -1.34414
H 3.83184 4.38112 -0.58853
H 3.05625 3.19071 -2.33038
H 1.34716 1.44574 -2.62781
H 3.42424 -1.06635 0.15054
H 5.19805 0.66650 0.38235
H 2.39331 -2.47226 -1.75661
H 1.33844 -4.76883 -1.85500
H -0.74193 -6.16194 -1.83428
H -2.93245 -5.01588 -1.52108
H -2.96278 -2.53967 -1.19915
O -1.17755 1.81687 -1.27550
N -0.58605 2.79704 -0.72491
N 0.21323 2.39803 0.18186
O 0.31009 1.12131 0.44447
C 1.08719 3.30576 0.84173
C 1.18306 4.62716 0.41681
C 2.07834 5.47146 1.05305
C 2.87576 5.00277 2.09286
C 2.76367 3.68224 2.50046
C 1.86760 2.82432 1.87873
H 0.56096 4.97477 -0.39547
H 2.15755 6.50215 0.73166
H 3.58447 5.66360 2.57353
H 3.37969 3.30998 3.30840
H 1.76013 1.79114 2.17684
Cl -3.11780 -0.84745 -4.03981
Si -1.20993 -0.22240 -3.39717
Cl -0.89359 1.54074 -4.53386
Cl 0.03094 -1.58641 -4.51972
```

For the molecular weight, the calculation gives 781.89 g/mol. Its multiplicity is 2. The HOMO-LUMO gap (alpha / beta) comes out at 0.2438 / 0.2573 Ha. As for the charge: -1. The HOMO energy (alpha / beta) is -0.19585 / -0.21201 hartree. The calculation puts the LUMO energy (alpha / beta) at 1.31 / 1.23 eV.



The structure with the greatest stability is run c.



Run a
DFT (wB97M-V/def2-TZVPD) results for 6 unconnected molecules or ions with the total composition H13O6.

```
19
Properties=species:S:1:pos:R:3
O 3.45956 -0.35107 2.06528
H 3.77346 -0.29536 2.98448
H 4.22043 -0.80232 1.57407
O -2.09878 1.13608 -1.28349
H -2.62175 1.84347 -1.42540
H -2.58493 0.39951 -1.76073
O -1.38494 0.20053 0.96866
H -1.79612 0.76003 1.63940
H -1.70419 0.81570 0.22791
O -2.01272 -1.28240 -2.24359
H -2.73531 -1.84000 -2.54896
H -1.45127 -1.29064 -3.00294
O 1.06693 0.44253 -0.75117
H 1.77967 1.09479 -0.93293
H 0.25700 0.74365 -1.03822
O 0.89324 -0.55012 1.53755
H 1.37508 -0.87383 0.70080
H 1.51973 -0.03975 2.17397
H 0.04491 -0.11079 1.11532
```

For the molecular weight, the calculation gives 109.10 g/mol. Its multiplicity is 1. The HOMO-LUMO gap comes out at 0.4574 Ha. As for the charge: +1. The HOMO energy is -0.56554 hartree. The calculation puts the LUMO energy at -2.94 eV.



Run b
DFT (wB97M-V/def2-TZVPD) results for 6 unconnected molecules or ions with the total composition H13O6.

```
19
Properties=species:S:1:pos:R:3
O -1.64686 -3.52803 -1.12186
H -2.53408 -3.32505 -0.77757
H -1.66075 -4.43210 -1.44827
O -0.70889 3.27511 1.51526
H -1.64723 3.27121 1.73052
H -0.53430 4.22121 1.45355
O 0.84820 -2.26755 1.55194
H 0.70931 -3.21317 1.40506
H 1.45022 -2.28106 2.30617
O 0.32205 0.84889 -1.30254
H 0.23178 1.03359 -2.24668
H 0.99152 1.46105 -0.94872
O 1.66884 3.31566 -0.10466
H 1.34197 3.49176 0.78357
H 2.28200 4.02587 -0.31792
O -0.29829 -1.44500 -0.68004
H -0.16109 -0.48626 -1.03799
H -0.83671 -2.27166 -0.91661
H 0.18231 -1.69447 0.15678
```

For the molecular weight, the calculation gives 109.10 g/mol. Its multiplicity is 1. The HOMO-LUMO gap comes out at 0.4200 Ha. As for the charge: +1. The HOMO energy is -0.52590 hartree. The calculation puts the LUMO energy at -2.88 eV.



The structure with the greatest stability is run b.